No. 1
# C35H50N8O14S3

C35H50N8O14S3 as an isolated structure at a distorted geometry (ωB97M-V with the def2-TZVPD basis set, the Open Molecules 2025 dataset).

Calculated values
Orbital gap in eV: 8.1302
HOMO level in eV: -7.756

Element x y z (Å)
1 C 7.86804 -11.02410 13.26792
2 N 7.11054 -9.75274 13.34557
3 O 6.27546 -9.54443 12.48574
4 O 7.52891 -8.93639 14.13677
5 H 8.85394 -10.85299 13.68676
6 H 7.96243 -11.32566 12.23155
7 H 7.30011 -11.76322 13.82918
8 C 10.07288 -4.41275 7.62960
9 C 8.83174 -4.53712 6.74298
10 O 8.26943 -5.81693 6.99183
11 S 9.34128 -6.79608 7.70650
12 O 9.59839 -7.98308 6.95604
13 O 9.03775 -6.88022 9.10990
14 O 10.57951 -5.74814 7.51941
15 H 9.86856 -4.23205 8.68637
16 H 10.78182 -3.71110 7.20354
17 H 9.14453 -4.49504 5.69595
18 H 8.06239 -3.77806 6.87628
19 C 16.01129 -12.57122 13.66288
20 C 14.88107 -13.09845 14.56262
21 O 14.29396 -11.89127 14.97600
22 S 15.49027 -10.88655 15.45655
23 O 15.84706 -11.02764 16.83996
24 O 15.21008 -9.58224 14.92739
25 O 16.64772 -11.63836 14.55473
26 H 15.56215 -12.04098 12.82302
27 H 16.67991 -13.32353 13.25563
28 H 15.30164 -13.75830 15.32432
29 H 14.15190 -13.68317 14.00200
30 C 7.21370 -9.99193 7.84348
31 C 6.65406 -9.91868 9.29997
32 O 7.46605 -10.85213 10.04076
33 S 8.68952 -11.41094 9.10246
34 O 8.30594 -12.58743 8.37170
35 O 9.92774 -11.46006 9.81047
36 O 8.58544 -10.11125 8.19348
37 H 6.99294 -9.05568 7.33884
38 H 6.79665 -10.81668 7.27120
39 H 5.61194 -10.23834 9.29628
40 H 6.74955 -8.94890 9.77948
41 N 14.19185 -8.17279 7.29883
42 C 13.12715 -7.33376 7.48210
43 C 13.57908 -6.07571 7.80018
44 C 14.99202 -6.11666 7.70658
45 C 15.31800 -7.43229 7.52269
46 H 14.21561 -9.18000 7.27284
47 H 12.09396 -7.59384 7.33386
48 H 13.01096 -5.18376 7.99963
49 H 15.65744 -5.27518 7.81615
50 H 16.28727 -7.88651 7.41124
51 N 13.43276 -8.43028 10.82457
52 C 13.92591 -9.28242 11.77767
53 C 12.88509 -9.97675 12.36460
54 C 11.68678 -9.46840 11.74705
55 C 12.07459 -8.55094 10.82475
56 H 13.98354 -7.87273 10.18952
57 H 14.96855 -9.23249 12.04718
58 H 12.97363 -10.79990 13.05349
59 H 10.69656 -9.74338 12.06716
60 H 11.48445 -7.91327 10.18124
61 N 18.79750 -8.39771 9.43856
62 C 18.93225 -8.37220 10.81671
63 C 17.84645 -9.03365 11.30867
64 C 17.09182 -9.55618 10.23282
65 C 17.77953 -9.25238 9.08310
66 H 19.42578 -8.06517 8.72905
67 H 19.64496 -7.71728 11.28536
68 H 17.51468 -9.13596 12.32984
69 H 16.21958 -10.18902 10.23706
70 H 17.60039 -9.54311 8.06277
71 N 12.60291 -10.51578 8.47958
72 C 13.78677 -11.21969 8.57201
73 C 14.15124 -11.61818 7.31846
74 C 13.19138 -11.13356 6.40286
75 C 12.24167 -10.49720 7.16290
76 H 12.09429 -10.11502 9.25778
77 H 14.29218 -11.39660 9.50644
78 H 15.00118 -12.21518 7.02459
79 H 13.23592 -11.15085 5.32744
80 H 11.40140 -9.89805 6.84549
81 N 11.45888 -9.57561 15.20840
82 C 10.65348 -8.48370 15.09369
83 C 10.75674 -7.76976 16.26712
84 C 11.63189 -8.49883 17.11890
85 C 12.08980 -9.58499 16.41418
86 H 11.72901 -10.20265 14.46931
87 H 10.07771 -8.30130 14.20268
88 H 10.29688 -6.80436 16.39527
89 H 11.96722 -8.12194 18.07213
90 H 12.78139 -10.38789 16.60341
91 N 15.49492 -4.79631 13.03464
92 C 15.52432 -6.09577 12.57206
93 C 16.14440 -6.12781 11.34750
94 C 16.52664 -4.78009 11.06947
95 C 16.05096 -4.00041 12.08040
96 H 15.09933 -4.46244 13.89196
97 H 15.10644 -6.89295 13.16625
98 H 16.35543 -6.92676 10.65672
99 H 17.15066 -4.47255 10.24485
100 H 16.14639 -2.93948 12.25238
101 N 13.29159 -4.42191 10.63412
102 C 13.13224 -3.09441 10.32730
103 C 11.87024 -2.68866 10.70372
104 C 11.26032 -3.79680 11.35228
105 C 12.12085 -4.84564 11.17973
106 H 14.11203 -5.00137 10.53677
107 H 13.94004 -2.56216 9.85042
108 H 11.39462 -1.72598 10.60516
109 H 10.27602 -3.90453 11.77683
110 H 12.00934 -5.84031 11.59050

=====

No. 2
# C35H51FN2O16

A 6-piece molecular cluster, C35H51FN2O16 overall at a distorted geometry (ωB97M-V with the def2-TZVPD basis set, the Open Molecules 2025 dataset).

Calculated values
Orbital gap in eV: 8.5326
HOMO level in eV: -8.723
SMILES: CCCC[C@H]1NC(=O)[C@@H]([C@H](C)F)[C@H]1c1cccnc1.C[C@@H]1COC(=O)O1.C[C@@H]1COC(=O)O1.C[C@@H]1COC(=O)O1.C[C@@H]1COC(=O)O1.C[C@@H]1COC(=O)O1

Element x y z (Å)
1 C 2.87931 0.56061 0.71156
2 C 2.38148 2.11498 0.35636
3 C 1.20046 2.06454 -0.77891
4 C -0.33067 2.08541 -0.19795
5 C -0.58690 1.17586 1.14039
6 N -1.63848 1.65704 2.16342
7 C -2.79995 0.67481 2.42523
8 O -3.64638 0.70046 3.47400
9 C -2.73522 -0.43934 1.17911
10 C -3.75097 0.22592 0.08052
11 C -3.78299 -0.51862 -1.38210
12 F -3.55897 1.67395 -0.16397
13 C -1.11367 -0.39753 0.95357
14 C -0.39549 -1.34516 -0.16875
15 C 0.31485 -2.74907 0.39809
16 C 1.08888 -3.68532 -0.72910
17 C 1.08244 -3.13698 -2.27310
18 N 0.43212 -1.89457 -2.81239
19 C -0.25797 -1.05469 -1.77379
20 H 2.54636 -0.21061 -0.13148
21 H 4.05024 0.48703 0.87078
22 H 2.39955 0.16014 1.72519
23 H 3.32523 2.66762 -0.09145
24 H 1.96219 2.66479 1.31093
25 H 1.32276 3.05625 -1.43200
26 H 1.43154 1.16741 -1.49325
27 H -0.57584 3.20900 0.09576
28 H -1.12453 1.78704 -1.03720
29 H 0.33285 0.99076 1.87677
30 H -1.12057 1.98079 3.01028
31 H -3.23216 -1.41477 1.65148
32 H -4.85023 0.10536 0.53156
33 H -2.92908 -0.08542 -2.05389
34 H -4.81774 -0.20389 -1.88719
35 H -3.75806 -1.68054 -1.24701
36 H -0.72279 -0.86766 1.97931
37 H 0.25684 -2.98202 1.54400
38 H 1.63627 -4.66901 -0.38059
39 H 1.66693 -3.81466 -3.06416
40 H -0.75311 -0.03975 -2.16286
41 C 2.32131 4.17985 6.30403
42 C 1.53679 2.88484 6.25275
43 C 2.38889 1.65720 6.36760
44 O 1.60893 0.68299 5.69622
45 C 0.85062 1.35900 4.78120
46 O 0.19616 0.83032 3.90021
47 O 0.92946 2.71033 4.98289
48 H 2.75247 4.34010 7.29689
49 H 3.13154 4.18263 5.56644
50 H 1.67407 5.02827 6.05927
51 H 0.74053 2.89684 7.00701
52 H 2.56416 1.36483 7.40665
53 H 3.35208 1.74207 5.85214
54 C -2.06790 -5.09998 2.58896
55 C -1.66189 -6.55552 2.48064
56 C -1.90878 -7.34626 3.72968
57 O -0.94575 -8.38093 3.62871
58 C 0.08542 -7.87748 2.88539
59 O 1.16770 -8.41955 2.74830
60 O -0.25804 -6.67932 2.32019
61 H -3.15473 -4.99894 2.66601
62 H -1.60970 -4.62402 3.46304
63 H -1.72278 -4.54116 1.71303
64 H -2.14149 -7.01633 1.60845
65 H -2.92006 -7.76042 3.77006
66 H -1.71500 -6.78421 4.65010
67 C -5.77565 -7.21594 -2.62513
68 C -5.54371 -6.43380 -1.34856
69 C -4.22289 -5.72681 -1.30461
70 O -3.97548 -5.63305 0.08757
71 C -4.62900 -6.68461 0.66759
72 O -4.49039 -7.02955 1.82766
73 O -5.45585 -7.30269 -0.23090
74 H -5.89038 -6.54564 -3.48239
75 H -4.94562 -7.90222 -2.82659
76 H -6.67575 -7.83290 -2.53668
77 H -6.37810 -5.74390 -1.17278
78 H -4.26459 -4.73293 -1.75882
79 H -3.40557 -6.29553 -1.76198
80 C 0.77004 4.01255 -6.20640
81 C 2.03111 3.48690 -5.55176
82 C 1.97374 2.02767 -5.21457
83 O 2.88500 1.93030 -4.13370
84 C 2.89369 3.15427 -3.52450
85 O 3.41990 3.38835 -2.45106
86 O 2.22664 4.08115 -4.27878
87 H 0.64112 3.59109 -7.20795
88 H -0.11680 3.77264 -5.60935
89 H 0.80705 5.10393 -6.28491
90 H 2.90436 3.72512 -6.17125
91 H 2.29012 1.39281 -6.04685
92 H 0.98922 1.69651 -4.86573
93 C 3.56672 6.73227 -1.20554
94 C 3.77094 7.14299 -2.64942
95 C 5.17795 6.96633 -3.13467
96 O 5.26499 7.93058 -4.16947
97 C 4.37455 8.91851 -3.85260
98 O 4.30845 9.99633 -4.41641
99 O 3.57055 8.53764 -2.81264
100 H 3.67482 5.65010 -1.08483
101 H 4.28505 7.23114 -0.54551
102 H 2.57016 7.02786 -0.86182
103 H 3.05212 6.62273 -3.29417
104 H 5.36346 5.96156 -3.52435
105 H 5.93543 7.20287 -2.37909